ORCA calculation (ωB97M-V with the def2-TZVPD basis set) on a structure of composition C43H47BrNO6PReS3 at a distorted geometry.

Each line ends with the Löwdin charge.
Element x y z (Å)
1 C -1.4839 1.3809 -3.7320  -0.287
2 C -1.2428 3.7094 -3.8948  -0.274
3 H -5.0431 1.3959 4.4240  0.067
4 C 2.5324 1.4484 -0.4688  -0.500
5 H -3.5340 -5.5095 2.0205  0.108
6 C 0.9499 -3.7947 -1.6496  -0.278
7 C 3.8639 1.7971 -0.3107  -0.080
8 C -1.8714 1.6614 -5.1100  -0.272
9 C -2.2627 -2.6386 -3.3449  -0.055
10 C 1.0637 -5.1030 -2.1150  -0.064
11 H -3.0902 -4.3423 -0.1093  0.104
12 O -1.4085 0.2649 -3.0749  -0.258
13 H -5.3137 1.5161 0.8675  0.057
14 H -5.1104 0.4935 2.9160  0.058
15 C 2.3106 -5.6095 -2.4441  -0.072
16 H 5.2513 5.0442 1.4834  0.080
17 C 0.7626 3.5890 2.1027  -0.522
18 C 1.8478 2.7995 1.3610  -0.066
19 O -1.2364 4.8747 -3.5802  0.122
20 H 0.4912 -4.7557 3.2744  0.109
21 H 5.7822 1.5501 2.7391  0.091
22 H -3.3917 -2.2645 -5.1207  0.115
23 C 4.2282 2.5827 0.7645  -0.171
24 H -2.9148 2.5388 -0.5319  0.071
25 C -3.0871 -3.0116 -4.3987  -0.048
26 H -1.9805 -1.7706 1.1921  0.015
27 H 0.9499 -3.6242 1.1272  0.112
28 C -3.4867 -4.3326 -4.5301  -0.069
29 H 6.5655 2.4192 -0.8494  0.084
30 H -4.9356 3.1776 0.4326  0.072
31 C -1.4877 3.1323 -5.2944  -0.239
32 H -0.3653 1.8186 2.6098  -0.005
33 C -0.0328 -4.0348 1.3273  -0.064
34 H -3.2571 -2.0421 2.3993  0.084
35 C 1.3351 4.7937 2.8546  -0.066
36 C -0.2351 4.1391 1.0684  -0.025
37 H -4.2029 -1.7819 0.1530  0.072
38 O 0.2956 1.2403 0.3529  -0.329
39 H 2.3959 -6.6252 -2.8082  0.106
40 H 1.9678 4.4914 3.6927  0.084
41 H 7.6865 2.4222 0.5114  0.085
42 H -0.7970 3.2478 3.5580  0.085
43 H 4.5869 1.4520 -1.0373  0.096
44 H -1.0252 4.6955 1.5795  0.089
45 O -1.3448 3.7079 -6.3341  0.158
46 H 1.9868 -2.0094 -1.1187  0.029
47 H -0.6980 3.3434 0.4908  0.047
48 C 3.4456 -4.8178 -2.3195  -0.075
49 H 7.0114 2.8275 2.7833  0.085
50 O -0.6687 2.3590 -1.8315  -0.200
51 C -2.5546 -5.0893 1.8298  -0.074
52 S -3.3837 0.2322 -0.6543  0.943
53 H 1.9056 5.4471 2.1914  0.090
54 C -1.5494 -5.2043 2.7795  -0.071
55 C 1.5172 1.8019 0.4082  -0.338
56 C -3.0849 -5.2774 -3.5925  -0.075
57 C 3.3376 -3.5203 -1.8435  -0.069
58 H -1.9625 -5.6590 -1.8136  0.099
59 N -0.5649 -1.4941 -0.9751  -0.391
60 H 5.6483 4.6957 -0.2043  0.092
61 C -2.8189 -1.3148 1.7111  -0.518
62 C -1.0372 -3.9257 0.3657  -0.297
63 C -0.2909 -4.6713 2.5310  -0.062
64 C -3.8682 -0.8924 0.6927  -0.473
65 C -4.4849 1.1492 3.5187  -0.525
66 C -1.8388 -3.5869 -2.4164  -0.278
67 C 2.0907 -3.0148 -1.4998  -0.114
68 C -2.2654 -4.9128 -2.5375  -0.113
69 H 5.3394 3.1913 3.2209  0.077
70 C 5.8875 4.4445 0.8307  -0.040
71 P -0.6411 -3.0529 -1.1741  0.850
72 H 4.2160 -2.8949 -1.7463  0.107
73 O -2.3928 0.9346 -5.9234  0.117
74 H -2.4460 1.7165 0.9556  -0.010
75 C 3.1881 3.1142 1.5321  0.026
76 H -1.9374 -1.6117 -3.2510  0.063
77 H -3.4242 -0.4072 4.5629  0.075
78 H 0.5069 5.3757 3.2625  0.088
79 H 4.4145 -5.2158 -2.5924  0.106
80 C -3.1882 0.4672 3.9512  -0.508
81 H -4.7325 -0.4487 1.1806  0.047
82 H -2.5980 1.1616 4.5519  0.066
83 H 6.5435 1.0865 0.3262  0.089
84 H -1.7448 -5.7105 3.7162  0.107
85 H -4.1054 -4.6328 -5.3661  0.107
86 S -4.3189 2.7446 2.6530  0.870
87 H 6.9278 4.7185 1.0229  0.085
88 C -3.2409 1.8285 0.2296  -0.526
89 S -1.9934 -0.0401 2.6849  0.907
90 C 5.6794 2.9417 1.0741  -0.559
91 Br 2.0832 0.5043 -2.0711  0.969
92 C 6.6708 2.1647 0.2073  -0.068
93 H -3.4018 -6.3082 -3.6904  0.106
94 H 3.4455 3.8329 2.2967  0.097
95 C 0.0331 2.6955 3.1075  -0.055
96 C -1.0989 2.5180 -3.0559  -0.275
97 C 5.9676 2.6087 2.5462  -0.046
98 H 0.2648 4.8135 0.3701  0.102
99 C -2.3025 -4.4456 0.6265  -0.102
100 Re -0.5592 0.3738 -1.1832  1.361
101 H 0.1891 -5.7278 -2.2312  0.094
102 C -4.5388 2.2806 0.9046  -0.510
103 H 0.7099 2.3698 3.9023  0.094

Atomic forces in eV per Å
C 0.283 0.162 0.320
C -0.121 0.061 0.446
H -0.070 -0.106 -0.014
C 0.344 0.033 -0.045
H 0.000 0.026 0.012
C 0.012 0.194 0.027
C 0.016 -0.076 -0.073
C -0.216 -0.252 0.007
C 0.061 -0.038 0.090
C 0.058 0.033 -0.017
H -0.011 -0.035 0.025
O -0.253 -0.249 -0.255
H -0.088 0.082 -0.087
H -0.065 -0.014 0.078
C -0.038 -0.036 -0.016
H 0.004 0.006 -0.023
C -0.112 -0.041 -0.010
C -0.033 0.093 0.072
O 0.190 0.052 -0.119
H -0.011 0.006 -0.007
H 0.023 0.011 0.027
H -0.001 -0.001 0.011
C 0.034 0.033 -0.075
H -0.014 -0.050 -0.015
C 0.018 -0.045 -0.021
H -0.044 -0.123 0.024
H 0.008 -0.030 0.027
C 0.023 0.056 0.023
H 0.021 -0.031 0.005
H -0.024 -0.043 -0.070
C -0.007 0.098 -0.049
H 0.018 0.014 0.001
C -0.072 -0.049 -0.014
H 0.016 -0.132 -0.123
C 0.032 -0.072 0.011
C -0.031 -0.051 0.009
H -0.102 -0.007 0.064
O -0.341 0.504 0.687
H 0.005 0.008 -0.007
H 0.024 0.033 -0.024
H 0.008 -0.020 -0.032
H 0.020 -0.017 0.019
H 0.018 -0.022 0.056
H 0.032 0.010 0.017
O -0.113 0.033 -0.057
H 0.038 -0.011 -0.002
H 0.023 0.028 -0.016
C 0.029 0.030 0.028
H -0.019 0.002 0.010
O -0.156 -0.138 0.244
C -0.002 -0.015 -0.020
S 1.497 0.568 0.249
H 0.003 0.014 0.033
C 0.002 0.015 -0.008
C -0.002 -0.155 -0.266
C 0.013 -0.087 0.003
C -0.048 0.002 0.008
H -0.022 -0.010 -0.013
N 0.058 0.415 -0.026
H 0.015 0.037 0.016
C 0.003 0.269 0.227
C 0.012 0.017 -0.045
C 0.015 0.054 0.010
C 0.288 -0.069 -0.144
C 0.169 0.252 -0.017
C -0.011 0.090 -0.025
C -0.020 -0.055 -0.010
C 0.039 0.054 -0.018
H 0.013 -0.016 0.005
C 0.032 -0.078 0.018
P 0.006 -0.282 -0.043
H 0.003 -0.028 0.021
O 0.123 -0.019 -0.053
H 0.052 0.090 -0.001
C -0.018 -0.057 -0.027
H -0.051 -0.024 -0.085
H -0.027 0.062 0.081
H -0.002 -0.023 0.008
H -0.009 -0.004 -0.001
C 0.045 -0.135 -0.290
H -0.096 -0.052 -0.124
H -0.054 -0.044 0.105
H 0.010 0.007 -0.025
H -0.003 0.001 -0.010
H -0.031 0.010 0.028
S -0.049 -0.131 -0.009
H -0.021 0.013 0.007
C -0.381 0.071 -0.202
S -0.077 0.032 -0.011
C -0.069 0.092 0.086
Br -1.213 -0.003 0.505
C -0.094 0.048 0.008
H -0.013 0.019 0.006
H -0.021 -0.003 -0.004
C 0.030 0.032 0.024
C 0.175 -0.126 -0.287
C 0.020 0.015 -0.071
H -0.014 -0.007 -0.005
C 0.032 0.053 0.022
Re 0.049 -0.846 -1.088
H 0.011 0.001 -0.018
C 0.226 0.012 0.321
H -0.006 0.008 -0.009

As for the total energy: -173095.83131 eV. The calculation puts the HOMO energy (alpha / beta) at -7.221 / -7.330 eV. As for the spin multiplicity: 2. The value obtained for the HOMO-LUMO gap (alpha / beta) is 0.24518 / 0.25031 Ha. Its energy relative to the best compared isomer or geometry (same formula, charge and spin) is 0.000 eV.